No. 1
The following is a DFT calculation (ωB97M-V with the def2-TZVPD basis set) of a structure of composition C31H23FeGeN3O2S in a non-equilibrium geometry.

```
62
Properties=species:S:1:pos:R:3:mulliken_charge:R:1
Fe 0.320 0.060 -0.404 -0.45
O -0.082 2.737 2.653 -0.66
C 0.223 1.907 1.836 0.27
N -0.509 1.405 0.779 0.38
C -1.764 1.882 0.468 0.34
O -2.435 2.705 1.035 -0.66
C -2.318 1.214 -0.796 0.18
C -3.549 1.576 -1.295 -0.47
C -4.033 0.917 -2.416 -0.48
C -3.259 -0.075 -2.994 -0.77
C -2.020 -0.353 -2.448 -0.46
N -1.560 0.282 -1.366 0.41
C 1.605 1.252 1.918 0.17
C 2.492 1.599 2.914 -0.57
C 3.714 0.945 2.972 -0.37
C 3.999 -0.027 2.029 -0.73
C 3.060 -0.293 1.051 -0.24
N 1.887 0.339 0.995 0.39
H -4.098 2.357 -0.785 0.56
H -4.998 1.173 -2.833 0.44
H -3.603 -0.628 -3.858 0.47
H -1.370 -1.112 -2.871 0.50
H 2.196 2.363 3.620 0.55
H 4.433 1.187 3.744 0.43
H 4.930 -0.577 2.048 0.46
H 3.237 -1.042 0.287 0.43
S 2.152 1.053 -3.078 -0.20
C 1.350 0.473 -1.909 -0.03
C 3.004 -3.900 3.365 -0.57
C 2.759 -4.495 2.134 -0.64
C 1.770 -3.988 1.295 -0.31
C 1.012 -2.878 1.668 -0.53
C 1.274 -2.292 2.912 0.00
C 2.254 -2.798 3.757 -0.79
Ge -0.331 -2.051 0.481 1.94
C -0.406 -3.234 -1.117 -0.32
C 0.653 -3.229 -2.030 -0.06
C 0.638 -4.032 -3.165 -0.75
C -0.454 -4.855 -3.415 -0.51
C -1.520 -4.869 -2.526 -0.66
C -1.495 -4.066 -1.389 -0.11
C -2.062 -2.315 1.372 -0.15
C -3.244 -1.868 0.773 0.27
C -4.480 -2.077 1.373 -0.88
C -4.556 -2.735 2.593 -0.53
C -3.393 -3.184 3.204 -0.71
C -2.158 -2.976 2.598 -0.27
H 3.774 -4.294 4.018 0.38
H 3.335 -5.360 1.828 0.40
H 1.587 -4.469 0.340 0.28
H 0.702 -1.424 3.229 0.56
H 2.434 -2.333 4.719 0.43
H 1.509 -2.582 -1.854 0.31
H 1.473 -4.017 -3.855 0.41
H -0.472 -5.481 -4.299 0.36
H -2.371 -5.511 -2.715 0.40
H -2.334 -4.090 -0.702 0.35
H -3.210 -1.358 -0.183 0.36
H -5.384 -1.726 0.889 0.42
H -5.517 -2.895 3.066 0.36
H -3.446 -3.701 4.154 0.40
H -1.261 -3.341 3.084 0.29
```

Properties
Energy relative to the best compared isomer or geometry (same formula, charge and spin) = 6.57 kcal/mol
Gap between HOMO and LUMO (alpha / beta) = 6.470 / 6.531 eV
⟨S²⟩ = 6.161
Strongest force on any atom = 1.361 eV Å⁻¹
Spin multiplicity = 5

***

No. 2
The following is a DFT calculation (ωB97M-V with the def2-TZVPD basis set) of the molecule C6H7NO2 in a non-equilibrium geometry.

```
16
Properties=species:S:1:pos:R:3:mulliken_charge:R:1
C -2.982 -0.055 -0.205 -0.93
N -1.551 -0.129 0.089 0.44
O -1.382 -0.843 1.178 -0.62
C -0.618 0.438 -0.544 -0.25
C 0.807 0.151 -0.164 0.36
C 1.657 1.042 0.361 -0.73
C 2.976 0.235 0.410 -0.45
C 2.619 -1.020 -0.182 -0.58
O 1.316 -1.061 -0.503 -0.30
H -3.566 -1.234 -0.354 0.24
H -3.430 0.381 0.765 0.27
H -3.234 0.422 -0.992 0.47
H -0.943 1.061 -1.319 0.38
H 1.420 1.899 0.700 0.68
H 3.847 0.561 0.797 0.51
H 3.067 -1.847 -0.036 0.51
```

Properties
Energy relative to the best compared isomer or geometry (same formula, charge and spin) = 133.38 kcal/mol
Gap between HOMO and LUMO = 9.368 eV
Strongest force on any atom = 9.917 eV Å⁻¹
SMILES = C/[N+]([O-])=C/c1ccco1

***

No. 3
The following is a DFT calculation (ωB97M-V with the def2-TZVPD basis set) of a cluster of 2 separate species, C4H10S in total in a non-equilibrium geometry.

```
15
Properties=species:S:1:pos:R:3:mulliken_charge:R:1
C 0.377 0.642 -1.508 -1.02
C 0.984 -0.485 -0.625 -0.35
C 0.214 -0.802 0.683 -0.38
C -0.420 0.349 1.454 -0.67
S -3.072 0.307 0.209 -0.14
H -0.358 0.197 -2.180 0.30
H -0.153 1.368 -0.879 0.26
H 1.139 1.218 -2.038 0.29
H 2.066 -0.443 -0.456 0.39
H 0.785 -1.312 -1.305 0.20
H 0.966 -1.338 1.294 0.33
H -0.594 -1.534 0.552 0.30
H -0.682 -0.015 2.436 0.37
H -1.370 0.563 0.870 -0.23
H 0.119 1.285 1.492 0.35
```

Properties
Energy relative to the best compared isomer or geometry (same formula, charge and spin) = 87.68 kcal/mol
Gap between HOMO and LUMO = 6.635 eV
Strongest force on any atom = 1.619 eV Å⁻¹